[1]
The following is a quantum chemistry calculation of a molecular structure, C19H20CrN4S2, from OMol25.

Computed properties:
Molar mass in u: 420.5
Kohn-Sham gap (alpha / beta) in Eh: 0.267 / 0.274
HOMO (alpha / beta) in eV: -4.87 / -4.86
Total energy in eV: -76080.9238
Multiplicity: 2
Net charge: -1

Each line ends with the Löwdin charge.
Element x y z (Å)
Cr  -0.452  -0.003  0.041  0.33
C  2.518  0.644  1.573  -0.08
N  1.846  -0.210  0.593  -0.30
C  2.468  0.036  -0.721  -0.07
C  2.005  -1.619  0.969  -0.17
C  1.167  -2.484  0.075  -0.26
C  1.504  -3.813  -0.157  -0.06
C  0.683  -4.610  -0.946  -0.10
C  -0.471  -4.065  -1.499  -0.10
C  -0.800  -2.735  -1.258  -0.11
C  0.011  -1.915  -0.465  -0.22
H  3.599  0.455  1.562  0.09
H  2.140  0.434  2.571  0.09
H  2.335  1.690  1.336  0.08
H  3.534  -0.225  -0.689  0.10
H  2.366  1.089  -0.971  0.08
H  1.987  -0.563  -1.493  0.09
H  1.673  -1.720  2.005  0.13
H  3.061  -1.912  0.932  0.12
H  2.411  -4.226  0.279  0.10
H  0.940  -5.647  -1.126  0.09
H  -1.119  -4.678  -2.115  0.10
H  -1.710  -2.328  -1.686  0.07
S  -2.578  0.276  -0.957  0.64
C  -3.219  -0.283  0.542  -1.08
S  -1.977  -0.760  1.654  0.65
C  -4.562  -0.356  0.840  -0.37
C  -5.016  -0.815  2.131  -0.26
N  -5.381  -1.180  3.163  0.12
C  -5.568  0.018  -0.124  -0.26
N  -6.391  0.310  -0.877  0.13
C  -0.254  2.474  2.180  -0.06
C  0.146  2.794  0.770  -0.39
C  0.547  4.010  0.263  -0.08
C  0.664  3.859  -1.153  -0.08
C  0.331  2.558  -1.446  -0.39
C  0.263  1.861  -2.775  -0.05
N  0.038  1.887  -0.278  -0.09
H  0.229  3.170  2.870  0.08
H  0.018  1.466  2.480  0.03
H  -1.334  2.550  2.323  0.08
H  0.695  4.915  0.841  0.09
H  0.943  4.621  -1.872  0.09
H  -0.172  2.513  -3.533  0.08
H  -0.364  0.970  -2.714  0.04
H  1.248  1.547  -3.139  0.07

Atoms 1-6, force components in eV/Å:
Cr -0.6380 -0.2615 0.2086
C -0.0770 -0.0409 -0.0172
N -0.1870 0.0138 -0.0276
C 0.0214 0.0350 0.1247
C -0.0501 0.0365 -0.0837
C -0.0534 -0.1872 0.0502


[2]
The following is a quantum chemistry calculation of a molecular structure, C19H20CsI2N2S2, from OMol25.

Computed properties:
Molar mass in u: 727.2
Kohn-Sham gap in Eh: 0.294
HOMO in eV: -11.08
Total energy in eV: -61423.4388
Net charge: +1

Each line ends with the Löwdin charge.
Element x y z (Å)
Cs  -0.044  0.175  0.054  0.68
I  -0.256  -3.385  -1.534  0.72
C  1.618  -3.276  -2.511  -1.18
I  2.684  -1.474  -2.209  0.72
H  1.437  -3.372  -3.573  -0.03
H  2.229  -4.083  -2.131  -0.03
S  0.004  1.882  2.815  0.55
C  -1.305  2.881  3.050  -0.72
N  -1.816  3.197  4.226  -0.09
C  -2.839  4.242  4.336  -0.08
C  -2.502  5.329  3.356  -0.08
N  -2.473  4.739  2.014  -0.09
C  -3.096  5.543  0.951  -0.11
C  -4.589  5.642  1.153  -0.22
C  -5.365  4.484  1.153  -0.04
C  -6.733  4.561  1.356  -0.07
C  -7.340  5.797  1.556  -0.08
C  -6.573  6.951  1.552  -0.07
C  -5.199  6.872  1.354  -0.05
C  -1.996  3.520  1.828  -0.72
S  -2.119  2.656  0.409  0.56
C  -1.366  2.607  5.496  -0.11
C  -0.625  3.620  6.332  -0.23
C  -1.096  3.985  7.586  -0.05
C  -0.414  4.928  8.346  -0.07
C  0.739  5.514  7.849  -0.08
C  1.216  5.153  6.593  -0.07
C  0.538  4.209  5.838  -0.04
H  -2.815  4.625  5.355  0.13
H  -3.830  3.826  4.135  0.15
H  -1.537  5.785  3.592  0.15
H  -3.270  6.100  3.363  0.13
H  -2.848  5.082  0.000  0.09
H  -2.638  6.533  0.990  0.14
H  -4.893  3.523  0.981  0.09
H  -7.332  3.660  1.347  0.11
H  -8.409  5.857  1.712  0.11
H  -7.041  7.915  1.703  0.11
H  -4.601  7.777  1.350  0.12
H  -0.744  1.749  5.257  0.09
H  -2.257  2.258  6.021  0.14
H  -1.997  3.526  7.976  0.12
H  -0.785  5.203  9.325  0.11
H  1.271  6.250  8.438  0.11
H  2.122  5.601  6.208  0.11
H  0.917  3.914  4.866  0.10

Atoms 1-6, force components in eV/Å:
Cs 0.1644 -0.3247 -0.2610
I -0.0972 -0.0790 0.0140
C 0.0104 -0.0272 -0.0203
I 0.1060 0.0622 -0.0292
H 0.0142 -0.0316 -0.0122
H 0.0080 -0.0273 -0.0264


[3]
The following is a quantum chemistry calculation of C19H20FN3O4 in the gas phase, from OMol25.

Computed properties:
Molar mass in u: 373.4
Kohn-Sham gap in Eh: 0.314
ΔE to the lowest compared entry with this formula, charge and spin in kJ/mol: 105.7
HOMO in eV: -8.58
Total energy in eV: -35405.9908

Each line ends with the Löwdin charge.
Element x y z (Å)
C  -3.102  -2.473  0.184  0.00
C  -2.835  -1.233  1.016  -0.51
O  -2.243  -1.287  2.076  0.05
N  -3.341  -0.069  0.539  -0.06
C  -3.771  0.171  -0.815  -0.12
H  -4.688  0.769  -0.781  0.13
H  -3.999  -0.759  -1.329  0.11
C  -2.660  0.943  -1.563  -0.12
N  -1.939  1.824  -0.667  -0.09
C  -0.591  1.665  -0.397  -0.14
C  0.114  0.476  -0.552  0.07
C  1.486  0.390  -0.301  -0.11
C  2.194  1.538  0.103  -0.06
C  1.494  2.738  0.262  0.08
C  0.153  2.794  0.019  -0.18
F  -0.473  3.987  0.141  0.07
H  2.040  3.621  0.558  0.14
C  3.634  1.522  0.338  -0.30
O  4.257  2.529  0.701  0.04
C  4.256  0.240  0.099  -0.02
C  3.502  -0.833  -0.264  0.04
N  2.169  -0.804  -0.437  0.01
C  1.492  -2.022  -0.781  -0.25
C  1.849  -3.276  -0.039  -0.08
C  0.517  -2.634  0.184  -0.09
H  0.337  -2.130  1.121  0.12
H  -0.356  -3.118  -0.223  0.09
H  1.898  -4.198  -0.596  0.11
H  2.579  -3.207  0.753  0.11
H  1.278  -2.102  -1.844  0.16
H  3.999  -1.779  -0.431  0.15
C  5.732  0.042  0.252  -0.51
O  6.249  -1.029  0.042  0.09
O  6.418  1.108  0.629  0.13
H  5.799  1.884  0.750  0.08
H  -0.413  -0.415  -0.845  0.10
C  -2.795  2.319  0.391  -0.12
H  -2.297  3.092  0.970  0.12
C  -3.177  1.151  1.316  -0.10
H  -4.108  1.376  1.850  0.13
H  -2.392  0.960  2.052  0.12
H  -3.680  2.763  -0.071  0.13
H  -1.965  0.258  -2.047  0.11
H  -3.120  1.560  -2.348  0.13
H  -2.610  -2.423  -0.784  0.07
H  -4.171  -2.600  0.034  0.09
H  -2.721  -3.330  0.734  0.09

Atoms 1-6, force components in eV/Å:
C 0.1149 -0.0372 0.2374
C -0.0736 -0.2603 -0.1948
O 0.1448 -0.1806 0.2786
N -0.0828 0.3169 0.0258
C 0.0975 0.0249 -0.1936
H 0.0295 -0.0928 -0.0735